A structure of composition C11H18N9O2SV at a distorted geometry, computed with wB97M-V/def2-TZVPD.

XYZ file:
```
42
C11H18N9O2SV wB97M-V/def2-TZVPD
V -0.10 -0.71 -0.14
C 4.52 1.61 -2.37
C 3.43 0.96 -3.21
N 2.06 1.23 -2.68
C 1.56 0.69 -1.63
S 2.25 -0.50 -0.61
N 0.18 0.86 -1.32
N -0.14 1.11 -0.04
C -0.11 1.90 0.98
C 0.28 3.32 0.97
C -0.55 1.09 2.14
C -0.81 1.58 3.39
C -1.22 0.69 4.39
C -1.33 -0.65 4.08
C -1.04 -1.08 2.79
N -0.66 -0.24 1.83
H 5.47 1.52 -2.91
H 4.65 1.14 -1.40
H 4.33 2.68 -2.23
H 3.55 -0.12 -3.26
H 3.44 1.35 -4.22
H 1.47 1.87 -3.20
H 1.25 3.45 0.48
H 0.33 3.73 1.97
H -0.45 3.90 0.39
H -0.70 2.64 3.61
H -1.43 1.05 5.39
H -1.64 -1.37 4.83
H -1.09 -2.13 2.55
N -2.63 -0.39 -1.03
N -3.11 -1.68 -1.31
C -2.36 -2.73 -0.98
N -2.72 -3.97 -1.18
N -1.20 -2.33 -0.38
N -0.26 -3.17 0.12
O -0.25 -4.35 0.10
O 0.66 -2.42 0.63
H -3.25 0.05 -0.35
H -2.64 0.16 -1.88
H -4.02 -1.80 -1.75
H -3.60 -4.20 -1.61
H -2.11 -4.73 -0.92
```

F_max = 1.1 eV/A
2S+1 = 2
expectation value of S² = 0.7816
Kohn-Sham gap (alpha / beta) = 8.0 / 8.2 eV
charge = +3

A cluster of 2 separate species, C11H18NP in total at a distorted geometry, computed with wB97M-V/def2-TZVPD.

XYZ file:
```
31
C11H18NP wB97M-V/def2-TZVPD
C 1.57 -4.27 -0.14
C 2.37 -3.12 -0.20
C 0.40 -4.18 0.60
C 2.07 -1.98 0.49
C 0.05 -2.98 1.18
C 0.83 -1.87 1.15
C 0.30 2.79 -0.14
C -1.79 2.92 -1.52
C -1.86 2.51 1.01
C 0.43 -0.55 1.71
C -1.16 2.25 -0.29
N -0.28 0.16 -1.91
P -1.22 0.33 -0.57
H 1.92 -5.18 -0.76
H 3.29 -3.28 -0.68
H -0.33 -4.99 0.60
H 2.78 -1.11 0.36
H -0.99 -2.93 1.64
H 0.69 2.77 -1.16
H 0.18 3.82 0.25
H 1.06 2.26 0.45
H -0.94 3.16 -2.12
H -2.23 3.84 -1.32
H -2.51 2.36 -2.08
H -2.83 2.07 0.97
H -1.22 1.90 1.70
H -1.72 3.50 1.30
H 1.30 0.09 1.63
H -0.30 -0.53 2.45
H -0.19 -0.71 -2.35
H 0.34 0.97 -2.27
```

F_max = 4.1 eV/A
2S+1 = 1
Kohn-Sham gap (alpha / beta) = 6.5 / 7.4 eV

A cluster of 2 separate species, C11H18O in total at a distorted geometry, computed with wB97M-V/def2-TZVPD.

XYZ file:
```
30
C11H18O wB97M-V/def2-TZVPD
C -2.15 1.94 -2.21
C 1.35 1.60 -0.74
C 0.09 2.13 -0.98
C 1.87 0.59 -1.54
C -0.74 1.56 -1.94
C 1.06 0.11 -2.58
C -0.22 0.52 -2.76
O 3.12 0.11 -1.41
H 2.02 2.04 0.03
H -0.25 2.99 -0.45
H 3.67 0.64 -0.83
H 1.43 -0.73 -3.15
H -2.44 2.98 -2.19
H -2.68 1.57 -1.19
H -0.83 -0.06 -3.55
H -2.58 1.35 -2.96
C 0.00 -1.18 1.76
C -0.59 -0.16 2.77
C 1.11 -2.07 2.34
C -1.14 -2.08 1.21
H 0.35 -0.60 0.92
H -1.29 -0.53 3.50
H 0.69 -2.54 3.24
H 1.49 -2.74 1.58
H 1.89 -1.40 2.71
H -1.42 -2.82 1.97
H -1.97 -1.47 0.85
H -1.32 0.41 2.18
H 0.21 0.54 3.03
H -0.72 -2.69 0.40
```

F_max = 5.1 eV/A
2S+1 = 1
Kohn-Sham gap = 9.0 eV
SMILES = Cc1ccc(O)cc1.CC(C)C

A cluster of 2 separate species, C11H18O in total at a distorted geometry, computed with wB97M-V/def2-TZVPD.

XYZ file:
```
30
C11H18O wB97M-V/def2-TZVPD
C 2.41 1.95 1.62
C 1.93 0.54 2.00
C 1.37 3.05 1.80
H 3.27 2.17 2.26
H 2.87 1.94 0.65
H 0.86 0.44 1.81
H 1.82 3.90 2.32
H 1.99 0.47 3.08
H 2.42 -0.22 1.40
H 0.92 3.38 0.88
H 0.54 2.71 2.42
C -2.36 1.07 -0.47
C -2.38 1.73 -1.89
C -1.33 -0.01 -0.36
C -1.65 -1.27 0.18
C -0.01 0.13 -0.81
C -0.84 -2.37 -0.06
C 0.83 -0.94 -1.00
C 0.36 -2.22 -0.73
O 1.18 -3.32 -0.91
H -2.02 1.86 0.19
H -3.40 0.81 -0.30
H -3.11 1.22 -2.52
H -2.61 -1.34 0.68
H 0.19 1.15 -1.10
H -1.10 -3.35 0.26
H 1.85 -0.75 -1.28
H 1.46 -3.33 -1.79
H -1.40 1.81 -2.34
H -2.75 2.75 -1.80
```

F_max = 2.3 eV/A
2S+1 = 1
Kohn-Sham gap = 9.4 eV
SMILES = CCc1ccc(O)cc1.CCC

The calculation returns the following electronic energy values, one per record and in order: -2414.34471, -825.93498, -505.14348, -505.14553 hartree.